The following is a quantum chemistry calculation of a molecular structure, C3H13BCl2CoN3O14, from OMol25.

Geometry as XYZ:
```
37
C3H13BCl2CoN3O14 (wB97M-V/def2-TZVPD)
Co 0.3713 -0.5966 -0.5246
Cl -1.9602 -2.7716 1.0511
Cl 2.1669 1.8904 -1.7721
O -2.6079 -2.3070 2.2538
O 2.7770 1.8398 -0.4622
O 0.0522 1.3039 0.4387
O -3.5714 0.4725 -1.6844
O 0.9151 1.8681 2.3261
O -1.3142 -1.6098 0.4328
O 3.1552 2.0181 -2.7897
O 1.4132 0.6340 -1.9570
O -1.4630 0.0729 -1.8938
O -2.9463 -3.2928 0.1560
O -0.9568 -3.7455 1.3507
O 1.2193 2.9804 -1.8547
O 1.4925 -0.9185 1.4364
O 2.7107 -0.5157 3.1643
N 0.3037 2.1070 1.3274
N -2.4856 0.7012 -2.1328
N 1.8234 -1.1019 2.5828
C 1.0995 -2.1925 3.3137
C -2.2847 1.8970 -3.0018
C -0.2296 3.4819 1.1268
B 1.0933 -2.5687 -1.4012
H 0.3803 4.0290 0.4151
H -1.8001 1.6169 -3.9258
H 1.7763 -1.7658 -0.8323
H -1.7097 2.6073 -2.4150
H -1.2437 3.3569 0.7618
H 0.0442 -2.0692 -1.7919
H -0.2010 3.9435 2.1074
H 0.0330 -2.0592 3.1445
H 1.4074 -3.0966 2.7925
H 1.3726 -2.1167 4.3550
H 1.6427 -3.0154 -2.3626
H 0.8038 -3.3936 -0.5855
H -3.2792 2.3163 -3.1499
```

Calculated values
relative energy (zero: lowest compared OMol25 entry of this formula, charge and spin): 1.27 kcal/mol
expectation value of S²: 3.756
E_HOMO (alpha / beta): -6.7 / -6.7 eV
energy: -99783.76034 eV
spin multiplicity: 4
frontier orbital gap (alpha / beta): 8.6 / 8.4 eV
total charge: -1

Atomic partial charges in e from the Mulliken method, atoms 1 to 8: 0.781 1.675 1.786 -0.689 -0.690 -0.205 -0.518 -0.528